C23H16IrN6O4S2 as an isolated structure. Source: the Open Molecules 2025 dataset; level of theory: ωB97M-V/def2-TZVPD.

Computed properties:
Gap between HOMO and LUMO (spin up / spin down) ... 7.1 / 6.5 eV
Strongest force on any atom ... 2.807 eV/A
Relative energy (zero: lowest compared OMol25 entry of this formula, charge and spin) ... 0.0000 eV
Expectation value of S² ... 8.795
HOMO energy (spin up / spin down) ... -7.0 / -8.2 eV
2S+1 ... 6
Molecular weight ... 696.77 g mol⁻¹

Last column: Löwdin spin population.
Geometry (Å):
Ir 0.77 0.53 0.65  2.288
O -2.79 -0.92 -0.96  0.061
C -2.02 0.02 -1.06  0.034
N -1.44 0.62 0.05  0.371
C -2.26 1.18 0.95  0.089
C -3.64 1.40 0.76  0.069
C -4.37 1.95 1.72  0.035
C -3.87 2.14 3.02  0.137
C -2.56 1.92 3.33  -0.005
C -1.68 1.45 2.30  0.161
N -0.33 1.20 2.41  0.150
C 0.28 1.19 3.63  0.043
O -0.19 1.55 4.71  0.070
C 1.68 0.62 3.58  0.024
C 2.58 0.87 4.61  0.002
C 3.85 0.29 4.45  0.012
C 4.15 -0.46 3.32  0.009
C 3.18 -0.68 2.36  0.035
N 1.96 -0.14 2.54  0.110
C -1.88 0.59 -2.45  0.006
C -1.79 -0.22 -3.56  0.000
C -2.05 0.35 -4.82  0.000
C -2.37 1.68 -4.90  -0.001
C -2.28 2.45 -3.72  0.000
N -2.03 1.92 -2.56  0.000
H -4.10 1.29 -0.26  0.000
H -5.40 2.26 1.57  0.000
H -4.54 2.55 3.77  0.007
H -2.13 2.06 4.31  -0.003
H 2.28 1.48 5.44  0.001
H 4.54 0.42 5.25  0.001
H 5.13 -0.88 3.20  0.005
H 2.40 -1.56 0.74  0.010
H -1.68 -1.28 -3.41  0.000
H -2.04 -0.27 -5.68  0.000
H -2.71 2.09 -5.84  0.000
H -2.47 3.53 -3.80  0.000
O 0.61 -1.58 -0.03  0.112
N 1.05 -1.78 -1.27  0.017
C 0.71 -2.99 -1.76  0.001
C 1.12 -3.42 -2.99  0.011
C 1.97 -2.55 -3.71  -0.002
C 2.26 -1.29 -3.24  0.010
C 1.77 -0.86 -1.98  0.015
S 2.20 0.67 -1.26  0.142
H 0.12 -3.54 -1.08  0.001
H 0.89 -4.40 -3.37  0.001
H 2.39 -2.87 -4.70  0.000
H 2.96 -0.67 -3.74  0.001
O 4.05 -3.87 1.47  0.460
S 4.43 -2.60 0.78  0.450
N 3.30 -1.44 1.20  0.058

C23H18BrF2IrN3O4 as an isolated structure. Source: the Open Molecules 2025 dataset; level of theory: ωB97M-V/def2-TZVPD.

Computed properties:
Gap between HOMO and LUMO (spin up / spin down) ... 6.5 / 5.2 eV
Strongest force on any atom ... 0.623 eV/A
Relative energy (zero: lowest compared OMol25 entry of this formula, charge and spin) ... 1.2924 eV
Expectation value of S² ... 8.815
HOMO energy (spin up / spin down) ... -6.6 / -7.8 eV
2S+1 ... 6
Molecular weight ... 710.53 g mol⁻¹

Last column: Löwdin spin population.
Geometry (Å):
Ir -0.12 0.31 -0.38  2.796
O 0.25 1.87 1.14  0.250
C 0.22 3.10 0.69  0.020
C -0.47 4.09 1.42  0.018
C -0.48 5.40 1.01  0.005
C 0.22 5.81 -0.14  0.018
C 0.91 4.87 -0.86  0.000
C 0.90 3.52 -0.48  0.023
C 1.69 2.59 -1.23  0.018
N 1.57 1.31 -1.22  0.091
C 2.67 0.49 -1.70  0.018
C 3.36 -0.13 -0.48  0.011
N 2.37 -0.91 0.24  0.129
C 2.75 -1.84 1.01  0.004
C 1.82 -2.71 1.74  0.156
C 2.26 -3.34 2.89  -0.009
C 1.41 -4.16 3.63  0.230
C 0.08 -4.39 3.20  -0.010
C -0.38 -3.82 2.05  0.161
C 0.47 -2.96 1.26  0.054
O 0.05 -2.49 0.19  0.361
H -1.01 3.77 2.30  0.000
H -1.04 6.13 1.58  0.000
H 0.20 6.85 -0.45  0.001
H 1.46 5.16 -1.75  0.000
H 2.50 3.02 -1.83  0.004
H 3.39 1.09 -2.27  0.004
H 2.28 -0.30 -2.34  0.001
H 3.70 0.68 0.17  0.004
H 4.23 -0.72 -0.79  0.002
H 3.82 -2.05 1.17  0.002
H 3.27 -3.17 3.23  -0.004
H 1.77 -4.62 4.54  0.013
H -0.57 -5.03 3.79  -0.005
H -1.38 -3.98 1.69  0.006
Br 0.00 -2.92 -2.84  0.014
C -1.64 -2.07 -2.42  0.017
C -2.82 -2.76 -2.64  0.002
C -4.01 -2.07 -2.47  0.008
C -3.98 -0.73 -2.14  0.001
C -2.75 -0.13 -1.93  0.017
N -1.60 -0.81 -2.03  0.096
C -2.63 1.36 -1.63  0.016
O -3.63 2.04 -1.73  0.028
O -1.43 1.75 -1.38  0.190
H -2.79 -3.79 -2.96  0.001
H -4.96 -2.58 -2.63  0.001
H -4.87 -0.12 -2.04  0.000
F -2.20 -1.27 1.07  0.051
C -1.48 -0.10 1.24  0.147
F -2.41 0.90 1.29  0.024
H -0.98 -0.14 2.22  0.015

A 3-piece molecular cluster, C23H18Cl2F2O12S overall. Source: the Open Molecules 2025 dataset; level of theory: ωB97M-V/def2-TZVPD.

Computed properties:
Gap between HOMO and LUMO ... 8.1 eV
Strongest force on any atom ... 3.915 eV/A
SMILES string ... C[C@H](F)C1=CC(=O)C([C@H](Cl)[C@@H](C)Cl)=C(S(=O)(=O)F)C1=O.O=C1C=C(O)C(=O)C=C1O.O=C1C=C(O)C(=O)C=C1O
HOMO energy ... -9.9 eV
2S+1 ... 1
Molecular weight ... 627.35 g mol⁻¹

Last column: natural (NBO) charge in e.
Geometry (Å):
C 5.84 -0.48 2.43  -0.646
C 4.53 -0.37 1.59  0.184
F 4.55 0.89 0.99  -0.354
C 3.36 -0.57 2.53  -0.083
C 2.71 -1.73 2.52  -0.238
C 1.56 -1.87 3.53  0.534
O 1.41 -2.86 4.15  -0.451
C 0.66 -0.61 3.69  -0.008
C -0.87 -0.67 3.81  -0.260
Cl -1.53 -2.34 3.96  -0.012
C -1.61 0.03 2.61  -0.186
C -1.90 -0.91 1.41  -0.652
Cl -3.21 0.60 3.28  -0.062
C 1.33 0.54 3.69  -0.378
S 0.61 2.18 3.86  2.358
O 0.51 2.84 2.59  -0.884
O 1.45 2.94 4.72  -0.875
F -0.83 2.13 4.54  -0.461
C 2.88 0.52 3.51  0.549
O 3.63 1.22 4.08  -0.426
H 5.78 0.07 3.39  0.231
H 6.68 -0.01 1.87  0.230
H 6.10 -1.53 2.65  0.216
H 4.59 -1.15 0.81  0.200
H 2.98 -2.57 1.87  0.249
H -1.14 -0.17 4.76  0.270
H -1.09 0.92 2.23  0.237
H -0.99 -1.43 1.05  0.211
H -2.73 -1.61 1.60  0.242
H -2.24 -0.27 0.56  0.256
O -6.85 2.34 -4.28  -0.524
C -6.03 1.68 -3.67  0.472
C -5.74 0.29 -3.99  -0.373
C -4.85 -0.40 -3.27  0.309
O -4.55 -1.68 -3.54  -0.628
C -4.13 0.22 -2.11  0.478
O -3.34 -0.45 -1.47  -0.550
C -4.41 1.62 -1.80  -0.384
C -5.30 2.31 -2.53  0.320
O -5.57 3.59 -2.27  -0.623
H -6.26 -0.15 -4.83  0.247
H -3.89 -1.94 -2.87  0.505
H -3.87 2.07 -0.97  0.248
H -6.24 3.85 -2.93  0.506
O 1.29 0.15 -5.58  -0.523
C 1.59 -0.14 -4.44  0.473
C 0.79 0.27 -3.29  -0.397
C 1.18 -0.07 -2.05  0.377
O 0.47 0.28 -0.97  -0.641
C 2.43 -0.86 -1.81  0.469
O 2.74 -1.13 -0.66  -0.566
C 3.21 -1.28 -2.96  -0.373
C 2.82 -0.95 -4.20  0.313
O 3.51 -1.32 -5.28  -0.622
H -0.10 0.84 -3.48  0.245
H 0.96 -0.08 -0.21  0.498
H 4.10 -1.87 -2.77  0.243
H 3.03 -0.96 -6.04  0.507

C23H18ClN2O3S2Sn as an isolated structure. Source: the Open Molecules 2025 dataset; level of theory: ωB97M-V/def2-TZVPD.

Computed properties:
Gap between HOMO and LUMO ... 6.6 eV
Strongest force on any atom ... 3.565 eV/A
Relative energy (zero: lowest compared OMol25 entry of this formula, charge and spin) ... 0.0000 eV
Charge ... +1
HOMO energy ... -11.5 eV
2S+1 ... 1
Molecular weight ... 588.71 g mol⁻¹

Last column: natural (NBO) charge in e.
Geometry (Å):
Sn 0.61 1.66 -0.85  2.076
C -0.29 -2.36 1.23  -0.706
C -0.27 -1.23 0.25  0.462
N 0.24 -0.08 0.57  -0.453
N 0.71 -0.01 1.86  -0.284
C 1.27 1.09 2.19  -0.066
S 1.50 2.54 1.19  -0.083
S 1.84 1.18 3.86  0.298
C 3.49 0.42 3.55  -0.539
C 3.43 -1.08 3.45  0.037
C 3.20 -1.87 4.57  -0.226
C 3.13 -3.25 4.46  -0.195
C 3.29 -3.86 3.22  -0.209
C 3.53 -3.08 2.09  -0.204
C 3.59 -1.70 2.21  -0.249
C -0.89 -1.39 -1.07  -0.236
C -2.00 -2.21 -1.21  -0.090
C -2.63 -2.36 -2.44  -0.253
C -2.13 -1.70 -3.56  -0.154
C -1.02 -0.89 -3.45  -0.263
C -0.37 -0.73 -2.21  0.355
O 0.72 0.00 -2.17  -0.783
H 0.63 -2.36 1.82  0.278
H -0.41 -3.31 0.71  0.242
H -1.11 -2.23 1.93  0.264
H 4.11 0.77 4.37  0.251
H 3.89 0.85 2.63  0.230
H 3.07 -1.40 5.54  0.218
H 2.95 -3.85 5.34  0.225
H 3.24 -4.94 3.13  0.224
H 3.67 -3.55 1.13  0.220
H 3.79 -1.09 1.34  0.205
H -2.40 -2.73 -0.35  0.216
H -3.50 -2.99 -2.52  0.229
H -2.62 -1.82 -4.52  0.230
H -0.60 -0.36 -4.29  0.232
Cl -4.95 5.29 -4.00  0.051
C -3.87 4.26 -3.14  -0.096
C -4.31 3.01 -2.69  -0.121
C -3.47 2.16 -2.01  -0.229
C -2.15 2.53 -1.74  0.431
O -1.40 1.71 -1.03  -0.805
C -1.69 3.79 -2.22  -0.302
C -0.34 4.21 -2.15  0.466
O 0.67 3.52 -1.86  -0.690
C -2.58 4.65 -2.91  -0.119
H -5.33 2.71 -2.89  0.247
H -3.83 1.20 -1.65  0.240
H -0.14 5.25 -2.42  0.189
H -2.24 5.61 -3.26  0.240

Which of these has the lowest molecular weight?
C23H18ClN2O3S2Sn

Which formula does entry 2 have?
C23H18BrF2IrN3O4

Among the records above, which one has the lowest strongest force on any atom?
C23H18BrF2IrN3O4